[1]
{
  "formula": "C37H37F3O2P2Zn",
  "method": "ωB97M-V/def2-TZVPD",
  "largest_force_ev_per_a": 2.7,
  "energy_ev": -118209.139,
  "symbols": ["Zn", "C", "C", "C", "C", "C", "C", "C", "C", "C", "H", "H", "H", "H", "H", "H", "H", "H", "H", "H", "H", "H", "H", "H", "H", "P", "P", "C", "C", "C", "C", "C", "C", "C", "C", "C", "C", "C", "C", "C", "C", "C", "C", "C", "C", "C", "C", "C", "C", "C", "C", "C", "C", "H", "H", "H", "H", "H", "H", "H", "H", "H", "H", "H", "H", "H", "H", "H", "H", "H", "H", "H", "H", "H", "H", "F", "C", "F", "F", "C", "O", "O"],
  "coordinates": [[-0.138, -1.043, -0.348], [-2.717, -4.957, -3.797], [-3.476, -3.867, -3.946], [-4.964, -3.826, -3.705], [-5.504, -4.646, -2.505], [-4.644, -4.696, -1.284], [-3.701, -5.615, -1.059], [-3.327, -6.702, -2.013], [-3.291, -6.313, -3.507], [0.090, 0.209, 1.232], [-1.636, -4.931, -3.956], [-3.035, -2.952, -4.357], [-5.499, -4.188, -4.603], [-5.274, -2.777, -3.575], [-6.459, -4.182, -2.205], [-5.731, -5.670, -2.831], [-4.947, -3.987, -0.516], [-3.256, -5.760, -0.078], [-4.028, -7.550, -1.897], [-2.335, -7.080, -1.719], [-2.684, -7.075, -4.023], [-4.311, -6.372, -3.913], [1.094, 0.008, 1.632], [-0.676, 0.189, 2.019], [0.109, 1.174, 0.704], [-1.208, -0.966, -2.391], [-1.871, -1.791, 0.919], [-2.630, -1.844, -1.808], [-2.891, -2.142, -0.495], [-1.697, 0.535, -3.230], [-2.834, 0.521, -4.056], [-3.152, 1.662, -4.791], [-2.373, 2.817, -4.665], [-1.278, 2.844, -3.795], [-0.940, 1.710, -3.063], [-0.026, -1.936, -3.370], [0.715, -2.986, -2.778], [1.756, -3.572, -3.489], [2.037, -3.158, -4.796], [1.290, -2.134, -5.389], [0.260, -1.521, -4.680], [-2.914, -1.012, 2.167], [-3.405, 0.293, 1.952], [-4.139, 0.921, 2.956], [-4.413, 0.252, 4.155], [-3.951, -1.056, 4.353], [-3.210, -1.696, 3.361], [-1.107, -3.286, 1.617], [0.138, -3.183, 2.271], [0.759, -4.342, 2.739], [0.155, -5.591, 2.550], [-1.088, -5.685, 1.913], [-1.736, -4.527, 1.480], [-3.366, -2.117, -2.577], [-3.867, -2.547, -0.220], [-3.439, -0.384, -4.113], [-4.005, 1.633, -5.468], [-2.618, 3.698, -5.254], [-0.673, 3.742, -3.688], [-0.095, 1.712, -2.372], [0.501, -3.302, -1.751], [2.356, -4.349, -3.011], [2.840, -3.632, -5.353], [1.508, -1.798, -6.404], [-0.321, -0.699, -5.105], [-3.182, 0.803, 1.012], [-4.488, 1.943, 2.805], [-4.990, 0.746, 4.936], [-4.159, -1.580, 5.286], [-2.835, -2.711, 3.508], [0.594, -2.197, 2.393], [1.714, -4.261, 3.259], [0.648, -6.492, 2.911], [-1.565, -6.655, 1.771], [-2.730, -4.548, 1.036], [4.222, 1.447, -1.517], [3.753, 0.185, -1.369], [4.022, -0.505, -2.521], [4.421, -0.423, -0.350], [2.209, 0.137, -1.100], [1.552, 1.183, -1.133], [1.806, -1.055, -0.821]],
  "forces_ev_per_angstrom": [[1.4, 2.1, 0.8], [-0.1, 0.2, -0.3], [0.3, -0.5, -0.5], [-0.3, 0.1, -0.2], [-0.4, 0.1, -0.3], [0.1, -0.5, 0.4], [-0.9, -0.2, 0.2], [0.3, -0.4, -0.3], [-0.1, -0.4, 0.1], [0.4, 0.8, -0.2], [-0.3, 0.3, -0.1], [0.1, -0.3, 0.3], [0.2, 0.2, 0.2], [0.1, -0.2, -0.1], [0.2, -0.3, -0.2], [-0.1, 0.3, 0.1], [0.2, -0.3, 0.1], [-0.1, 0.4, -0.3], [0.3, 0.2, 0.0], [-0.3, 0.1, -0.1], [-0.3, 0.2, 0.0], [0.5, -0.1, -0.1], [-0.2, 0.3, 0.2], [0.5, 0.2, 0.0], [0.0, 0.1, 0.7], [1.8, 0.1, 1.6], [0.4, -1.0, -0.3], [-1.5, -0.8, 0.9], [-1.3, -0.3, -1.1], [-0.6, 0.2, -0.5], [0.5, 0.4, 0.0], [0.0, -0.1, 0.1], [0.1, -0.2, 0.1], [-0.3, -0.1, -0.1], [-0.1, -0.5, -0.1], [-0.1, -0.3, -0.8], [-0.3, 0.6, -0.3], [-0.2, 0.0, -0.1], [-0.3, 0.3, 0.0], [0.1, -0.2, 0.1], [0.0, -0.2, 0.5], [-0.5, 0.0, 0.2], [0.2, -0.5, 0.2], [0.0, -0.1, 0.0], [0.2, -0.3, -0.2], [-0.1, 0.2, -0.1], [0.1, 0.4, -0.3], [-0.5, -0.2, 0.3], [-0.3, 0.0, -0.3], [-0.2, 0.1, 0.0], [-0.2, 0.2, -0.1], [0.0, 0.1, 0.1], [0.3, 0.1, 0.2], [0.0, 0.2, 0.8], [0.1, 0.2, -0.6], [0.1, 0.3, -0.2], [0.2, 0.1, 0.2], [0.0, -0.2, 0.1], [-0.2, -0.1, 0.0], [-0.1, 0.0, -0.2], [0.1, 0.1, -0.4], [-0.2, 0.2, -0.2], [-0.1, 0.1, 0.1], [0.0, -0.2, 0.3], [0.3, -0.3, 0.0], [0.0, -0.1, 0.3], [0.1, -0.3, 0.1], [0.2, -0.1, -0.2], [0.0, 0.2, -0.2], [-0.1, 0.3, 0.0], [-0.1, -0.4, 0.0], [-0.2, -0.1, -0.2], [-0.1, 0.2, -0.1], [0.1, 0.2, 0.1], [0.4, -0.1, 0.3], [-0.2, -1.1, 0.2], [-0.2, -0.2, -0.1], [0.1, 0.5, 0.8], [-0.2, 0.6, -0.9], [-0.6, 0.1, 0.6], [1.0, -1.0, -0.5], [0.7, 0.6, -0.7]],
  "lowdin_charge": [0.45, -0.09, -0.15, -0.18, -0.19, -0.12, -0.11, -0.18, -0.19, -0.28, 0.11, 0.09, 0.12, 0.10, 0.12, 0.10, 0.09, 0.07, 0.12, 0.11, 0.12, 0.10, -0.01, -0.05, -0.03, 1.01, 0.97, -0.27, -0.28, -0.36, -0.09, -0.08, -0.07, -0.06, -0.05, -0.34, -0.11, -0.07, -0.07, -0.07, -0.08, -0.34, -0.08, -0.08, -0.08, -0.08, -0.07, -0.35, -0.07, -0.07, -0.08, -0.07, -0.10, 0.03, 0.05, 0.09, 0.10, 0.10, 0.11, 0.09, 0.10, 0.11, 0.10, 0.11, 0.10, 0.12, 0.11, 0.10, 0.11, 0.10, 0.10, 0.11, 0.10, 0.11, 0.07, 0.13, -0.48, 0.11, 0.13, -0.53, 0.01, -0.11]
}

[2]
{
  "formula": "C4H8N2O",
  "method": "ωB97M-V/def2-TZVPD",
  "smiles": "Cc1c[nH]cn1.O",
  "largest_force_ev_per_a": 2.4,
  "energy_ev": -9305.231,
  "symbols": ["C", "C", "C", "N", "C", "N", "H", "H", "H", "H", "H", "H", "O", "H", "H"],
  "coordinates": [[-0.795, 2.064, 0.491], [-0.156, 0.837, -0.079], [-0.723, 0.059, -1.085], [0.257, -0.807, -1.472], [1.296, -0.695, -0.605], [1.129, 0.361, 0.151], [-0.037, 2.559, 1.112], [-1.220, 2.801, -0.196], [-1.609, 1.766, 1.151], [-1.684, 0.075, -1.543], [0.308, -1.420, -2.264], [2.119, -1.378, -0.621], [-0.612, -1.516, 1.880], [-0.175, -0.789, 1.425], [-0.193, -1.421, 2.744]],
  "forces_ev_per_angstrom": [[0.6, -0.1, 1.2], [-0.4, -0.7, -2.3], [1.0, 0.9, 0.4], [0.3, -1.2, 0.5], [-0.5, 1.3, -0.9], [-0.4, 0.2, 1.4], [-0.3, 0.1, -0.1], [0.4, -0.4, -0.3], [-0.1, 0.0, 0.2], [-0.3, 0.1, -0.3], [-0.6, -0.2, 0.0], [0.4, 0.1, 0.0], [0.2, 0.1, 0.5], [-0.1, 0.1, -0.5], [-0.2, -0.4, 0.1]],
  "lowdin_charge": [-0.05, -0.36, -0.06, 0.05, -0.20, 0.07, 0.08, 0.08, 0.07, 0.11, 0.15, 0.12, -0.06, -0.03, 0.04]
}

[3]
{
  "formula": "C7H11P",
  "method": "ωB97M-V/def2-TZVPD",
  "largest_force_ev_per_a": 5.2,
  "energy_ev": -16723.352,
  "symbols": ["C", "C", "C", "C", "C", "C", "C", "P", "H", "H", "H", "H", "H", "H", "H", "H", "H", "H", "H"],
  "coordinates": [[-0.664, 1.439, -0.069], [0.567, 0.994, -0.023], [-2.079, 0.053, -0.141], [0.929, -0.468, -0.058], [-1.466, -1.266, -0.356], [-0.167, -1.404, 0.445], [1.744, 1.931, 0.051], [-3.611, 0.636, 0.101], [-1.063, 2.429, -0.064], [1.179, -0.730, -1.091], [1.829, -0.621, 0.544], [-2.171, -2.054, -0.069], [-1.238, -1.393, -1.421], [0.183, -2.437, 0.373], [-0.372, -1.189, 1.496], [1.449, 2.953, -0.173], [2.515, 1.618, -0.653], [2.172, 1.906, 1.054], [-4.270, -0.611, 0.015]],
  "forces_ev_per_angstrom": [[-3.7, -3.7, -0.2], [0.6, 0.1, 0.0], [2.8, 3.6, 0.2], [-0.3, -0.2, 0.2], [0.1, -0.3, 0.1], [0.1, 0.0, -0.2], [-0.2, 0.0, 0.0], [0.4, 0.2, 0.0], [0.0, 0.4, 0.0], [0.1, 0.0, 0.0], [0.0, 0.0, -0.1], [0.0, 0.0, -0.1], [0.0, 0.0, 0.0], [0.0, 0.0, 0.1], [0.0, 0.0, 0.0], [0.0, 0.1, 0.0], [0.1, 0.0, 0.0], [0.1, 0.0, 0.0], [-0.1, -0.3, 0.0]],
  "lowdin_charge": [0.05, -0.37, -0.57, -0.18, -0.29, -0.21, -0.06, 0.80, 0.06, 0.12, 0.12, 0.10, 0.12, 0.11, 0.12, 0.07, 0.08, 0.08, -0.16]
}

[4]
{
  "formula": "C5H11NOS",
  "method": "ωB97M-V/def2-TZVPD",
  "smiles": "CC1(C)C=[S@](N)(=O)C1",
  "largest_force_ev_per_a": 4.6,
  "energy_ev": -19730.904,
  "symbols": ["C", "C", "C", "C", "S", "N", "O", "C", "H", "H", "H", "H", "H", "H", "H", "H", "H", "H", "H"],
  "coordinates": [[1.713, 1.415, 0.326], [0.713, 0.398, -0.162], [1.414, -0.980, -0.579], [-0.280, 0.935, -1.102], [-1.771, 0.051, -0.151], [-2.320, -1.524, 0.246], [-2.904, 0.949, 0.072], [-0.406, 0.080, 0.986], [2.017, 1.554, 1.435], [1.184, 2.312, 0.088], [2.583, 1.445, -0.352], [1.963, -1.440, 0.226], [2.116, -0.535, -1.321], [0.681, -1.581, -1.020], [-0.190, 0.383, -2.030], [-3.010, -1.545, 0.930], [-2.744, -1.851, -0.639], [-0.241, -0.966, 1.321], [-0.519, 0.899, 1.725]],
  "forces_ev_per_angstrom": [[0.6, 1.3, 0.5], [-0.3, -3.0, 3.4], [0.7, 3.9, 0.0], [-1.4, -1.2, -1.1], [0.3, 1.6, 0.7], [1.5, -0.6, -3.7], [0.1, -0.2, 0.1], [1.4, -0.1, -0.1], [-0.5, -1.1, -1.8], [-0.1, 1.2, 0.1], [0.0, -0.2, 0.6], [0.1, -0.2, 0.2], [-0.2, -1.2, 0.1], [-0.8, -1.3, -0.7], [0.0, 0.4, -1.1], [-1.5, 0.5, 1.6], [0.2, -0.2, 0.8], [-0.2, 1.0, 0.5], [0.1, -0.7, -0.2]],
  "lowdin_charge": [-0.07, -0.67, -0.04, -0.07, 0.83, -0.13, -0.42, -0.22, 0.12, 0.06, 0.08, 0.07, 0.09, 0.05, 0.03, 0.03, 0.06, 0.09, 0.11]
}

[5]
{
  "formula": "C6H14S3",
  "method": "ωB97M-V/def2-TZVPD",
  "largest_force_ev_per_a": 4.8,
  "energy_ev": -38948.111,
  "symbols": ["C", "C", "C", "C", "C", "C", "S", "S", "S", "H", "H", "H", "H", "H", "H", "H", "H", "H", "H", "H", "H", "H", "H"],
  "coordinates": [[-2.144, 0.414, -0.371], [-1.735, -1.044, 2.135], [1.525, 1.280, 0.407], [1.910, 1.560, -2.122], [0.032, -1.510, 0.036], [0.942, 1.029, -1.011], [-0.887, -2.517, 2.440], [0.686, -0.760, -1.431], [-1.683, -0.956, 0.450], [-2.652, 0.135, -1.379], [-2.597, 1.077, 0.232], [-2.676, -0.998, 2.540], [2.536, 1.023, 0.220], [1.234, 2.332, 0.608], [1.014, 0.582, 1.112], [1.625, 1.582, -3.127], [2.832, 0.962, -2.118], [2.028, 2.678, -1.928], [0.668, -1.252, 0.872], [-0.123, -2.555, -0.056], [-0.038, 1.382, -1.024], [-0.333, -2.362, 3.725], [-2.163, -2.080, -0.206]],
  "forces_ev_per_angstrom": [[0.1, -3.5, -3.2], [1.9, 0.5, -1.9], [-2.2, -0.6, -1.4], [0.0, 1.3, 2.2], [0.1, 1.8, 0.2], [1.4, -1.1, -0.4], [0.7, -1.9, 2.7], [0.1, -0.1, -0.6], [0.4, 0.6, -0.3], [1.0, 0.6, 2.0], [-1.5, 2.4, 2.0], [-2.3, 0.4, 0.7], [1.4, 0.3, 1.0], [0.9, -0.6, 0.3], [0.6, 0.9, -0.2], [-1.3, -0.6, -1.5], [0.0, 0.6, 0.4], [0.6, -1.4, 0.1], [-0.1, -0.3, 0.2], [0.6, -1.0, -0.4], [-1.4, 1.1, -0.5], [-0.5, 0.3, -1.3], [-0.4, 0.2, -0.1]],
  "lowdin_charge": [-0.33, -0.78, -0.08, -0.13, -0.74, -0.65, 0.65, 0.87, 0.76, 0.06, -0.04, -0.03, 0.06, 0.10, 0.06, 0.04, 0.07, 0.10, 0.01, 0.01, 0.02, -0.09, 0.05]
}

[6]
{
  "formula": "C19H38BeBrClCsFN3NaO15S2",
  "method": "ωB97M-V/def2-TZVPD",
  "largest_force_ev_per_a": 6.3,
  "energy_ev": -167799.476,
  "symbols": ["N", "C", "C", "C", "C", "C", "N", "O", "S", "O", "O", "O", "C", "S", "C", "C", "O", "Cl", "H", "H", "H", "H", "H", "H", "H", "H", "H", "H", "H", "H", "H", "H", "H", "O", "H", "Be", "C", "N", "O", "O", "H", "H", "H", "C", "C", "C", "O", "C", "O", "O", "H", "H", "H", "H", "H", "H", "C", "C", "O", "O", "H", "H", "H", "Na", "Br", "Cs", "C", "O", "C", "C", "O", "C", "H", "H", "H", "H", "H", "H", "H", "H", "H", "H", "F"],
  "coordinates": [[0.427, -2.068, -4.564], [0.366, -2.802, -3.314], [-0.880, -2.506, -2.413], [-1.427, -1.063, -2.517], [-0.773, -0.021, -1.557], [-1.441, -0.060, -0.142], [-1.792, 1.292, 0.353], [-1.228, 1.247, -2.164], [-0.142, 1.687, -3.288], [-0.563, 1.351, -4.610], [0.236, 3.060, -3.266], [1.032, 0.585, -2.902], [0.753, 0.171, -1.571], [1.157, 1.748, -0.593], [1.691, -0.904, -0.913], [2.350, -0.501, 0.417], [3.492, -0.173, 0.493], [1.428, -0.577, 2.026], [0.994, -1.236, -4.503], [-0.482, -1.890, -4.965], [0.310, -3.871, -3.580], [1.305, -2.705, -2.755], [-1.658, -3.228, -2.698], [-0.656, -2.718, -1.354], [-1.449, -0.686, -3.545], [-2.484, -1.112, -2.215], [-0.757, -0.568, 0.552], [-2.375, -0.654, -0.169], [-2.629, 1.170, 0.956], [-1.033, 1.525, 0.989], [1.995, 2.417, -1.429], [1.080, -1.798, -0.734], [2.496, -1.152, -1.617], [2.493, -1.629, 5.362], [2.303, -1.064, 4.610], [-4.039, 0.051, 0.802], [2.271, -0.044, -8.065], [2.084, -1.465, -7.665], [3.067, -2.178, -7.613], [0.947, -1.817, -7.418], [3.346, 0.137, -8.253], [1.683, 0.119, -8.970], [1.913, 0.574, -7.250], [-8.227, 4.834, 0.421], [-7.304, 3.678, 0.718], [-7.858, 2.324, 0.355], [-7.169, 1.462, 1.269], [-6.872, 2.210, 2.370], [-6.473, 1.766, 3.393], [-7.099, 3.529, 2.132], [-7.888, 5.735, 0.933], [-8.269, 5.032, -0.650], [-9.239, 4.630, 0.776], [-6.326, 3.847, 0.256], [-7.648, 2.043, -0.676], [-8.931, 2.233, 0.540], [4.928, -4.551, -6.794], [6.289, -4.310, -6.138], [6.411, -3.231, -5.538], [7.107, -5.245, -6.294], [4.250, -3.715, -6.628], [5.055, -4.686, -7.875], [4.475, -5.449, -6.378], [2.554, 1.355, 1.825], [4.388, 0.724, -6.643], [3.702, -6.708, -7.524], [1.180, -0.412, 8.405], [1.531, 0.859, 7.870], [1.259, 1.923, 8.767], [2.523, 2.407, 9.448], [3.053, 1.423, 10.324], [4.155, 0.727, 9.765], [1.604, -1.177, 7.756], [1.574, -0.544, 9.416], [0.091, -0.525, 8.417], [0.505, 1.631, 9.504], [0.847, 2.746, 8.170], [2.279, 3.280, 10.063], [3.270, 2.714, 8.710], [5.040, 1.373, 9.751], [3.941, 0.379, 8.751], [4.364, -0.135, 10.397], [-2.483, -0.819, 2.694]],
  "forces_ev_per_angstrom": [[0.5, -0.3, 0.5], [-0.5, -0.5, -0.1], [0.3, 0.2, -0.1], [0.2, -1.1, 0.6], [-2.0, 0.5, -0.1], [0.7, 0.5, 0.0], [0.5, -0.9, -0.1], [2.0, 0.6, -1.0], [-1.5, 0.5, -3.1], [-0.2, -1.3, 0.6], [0.5, -0.4, 2.1], [-0.3, 0.0, 0.5], [1.0, 1.2, 1.2], [-0.2, 0.9, 0.7], [-1.2, -0.6, -0.4], [0.7, -0.5, -0.8], [-0.5, -0.3, 0.1], [-1.0, -2.0, -1.0], [-0.3, 0.1, -0.2], [0.2, 0.1, -0.2], [0.1, 0.2, 0.3], [-0.2, 0.2, -0.3], [0.0, 0.4, 0.1], [-0.1, -0.2, -0.2], [0.4, -0.1, 0.3], [0.3, 0.3, 0.0], [-0.5, -0.2, -0.1], [0.5, -0.2, -0.3], [0.9, 0.6, 0.2], [-0.5, 0.4, 0.3], [-0.3, -0.6, 0.0], [0.3, 0.1, 0.0], [0.0, 0.1, 0.3], [0.1, -0.2, 0.1], [-0.1, 0.2, -0.2], [0.2, -1.1, 1.7], [-0.6, -0.2, -0.8], [0.1, 0.1, -0.1], [-0.5, 0.0, -0.2], [0.1, -0.1, -0.1], [-0.7, -0.3, -0.4], [-0.1, -0.1, 0.1], [-0.2, 0.0, -0.1], [-0.1, 0.1, 0.3], [-0.4, 0.5, -0.2], [0.1, -0.2, -0.3], [0.0, 0.2, 0.1], [0.0, 0.1, 0.3], [0.1, -0.1, 0.0], [0.1, -0.4, -0.1], [0.1, 0.0, -0.1], [0.1, 0.0, 0.0], [0.0, -0.1, 0.0], [0.0, -0.1, 0.0], [0.1, -0.2, 0.1], [0.0, 0.2, 0.0], [0.2, 1.6, 0.8], [0.6, 0.2, 0.2], [0.1, -0.1, 0.1], [-0.2, -0.2, 0.0], [0.0, -0.1, 0.0], [0.2, 0.2, 0.2], [2.0, 3.2, 2.0], [1.3, 2.6, 0.7], [1.6, 0.7, 1.5], [-2.7, -4.8, -3.0], [0.1, -0.2, -0.2], [0.0, 0.0, 0.3], [0.2, 0.0, -0.5], [-0.2, 0.0, 0.5], [0.1, 0.0, -0.2], [0.0, 0.0, 0.1], [0.0, 0.1, -0.1], [0.0, 0.1, 0.0], [0.0, 0.0, 0.1], [0.1, 0.0, 0.1], [0.0, 0.0, 0.1], [0.0, 0.0, 0.0], [0.0, -0.1, -0.1], [0.0, 0.0, -0.1], [0.0, 0.0, 0.0], [0.0, 0.0, 0.0], [-1.0, 0.8, -1.8]],
  "lowdin_charge": [0.02, -0.26, -0.15, -0.10, -0.39, -0.24, 0.00, -0.19, 0.63, -0.22, -0.22, -0.19, -0.56, 0.95, -0.07, -0.71, 0.06, 0.80, 0.06, 0.08, 0.11, 0.09, 0.11, 0.11, 0.10, 0.12, 0.07, 0.02, -0.06, 0.05, -0.02, 0.11, 0.15, -0.26, -0.16, 0.75, -0.16, -0.43, 0.03, 0.04, -0.09, 0.11, 0.04, -0.02, -0.34, -0.10, 0.00, -0.57, 0.17, 0.09, 0.09, 0.09, 0.09, 0.16, 0.14, 0.14, -0.31, -0.78, -0.01, -0.07, 0.06, 0.02, -0.23, 0.41, 0.14, 1.35, -0.10, -0.19, -0.21, -0.21, -0.19, -0.11, 0.07, 0.08, 0.09, 0.12, 0.12, 0.12, 0.12, 0.09, 0.09, 0.09, -0.63]
}